Below is a 2-piece molecular cluster, C2H8N2 overall, with properties calculated with wB97M-V/def2-TZVPD.

XYZ file:
```
12
Properties=species:S:1:pos:R:3:forces:R:3
N -0.05566 1.34112 -0.23572 -0.2 -0.1 -0.2
N 1.37439 2.67717 1.03399 -0.4 -0.1 0.6
C 0.93427 1.41393 0.52681 0.6 0.2 0.2
C -1.47294 -2.35621 -0.88908 0.6 -0.4 -0.3
H 2.29810 2.93190 0.71873 0.2 -0.1 -0.3
H -2.02221 -3.02204 -1.55114 -0.2 -0.1 0.3
H 1.46439 2.54924 2.04359 0.1 0.3 -0.2
H -0.44172 -2.71560 -0.86850 0.0 0.2 -0.2
H -1.81165 -2.38095 0.14040 -0.4 0.1 -0.1
H -1.52571 -1.37238 -1.34175 0.0 0.2 0.2
H -0.26116 0.37194 -0.47403 0.1 0.0 0.0
H 1.51991 0.56188 0.89671 -0.2 -0.2 -0.2
```
Forces are in eV/Å.

Values from the calculation:
* E_tot: -5183.1206 eV
* HOMO level: -9.9 eV
* structure (SMILES): [H]/N=C/N.C
* total charge: 0
* M: 60.100 g mol⁻¹
* spin multiplicity: 1
* Kohn-Sham gap: 10.7 eV
* max |F|: 0.015 hartree/bohr

=====

Below is a 2-piece molecular cluster, C2H8N2 overall, with properties calculated with wB97M-V/def2-TZVPD.

XYZ file:
```
12
Properties=species:S:1:pos:R:3:forces:R:3
N 3.91525 0.25038 2.95425 -2.2 0.9 -0.5
N -6.03742 0.59301 -2.81727 0.3 0.2 -6.2
C 4.03014 -1.02381 2.26485 -1.7 0.6 -2.1
C -5.34279 1.09529 -3.89670 0.3 -3.5 5.0
H 3.41198 0.13881 3.82979 0.4 -0.3 0.4
H -5.44928 0.87023 -4.98761 -1.6 1.5 0.9
H 4.79852 -1.54538 2.74370 1.2 -1.3 0.2
H 4.24181 -0.72640 1.19356 0.4 -0.8 1.1
H 3.07248 -1.63232 2.16306 1.0 0.5 0.6
H -4.30324 1.32258 -3.62858 0.2 -0.1 -0.6
H 3.15212 0.69139 2.40637 0.8 0.5 0.4
H -5.48957 -0.03377 -2.22543 0.8 1.8 0.9
```
Forces are in eV/Å.

Values from the calculation:
* E_tot: -5180.5248 eV
* HOMO level: -9.2 eV
* structure (SMILES): C=N.CN
* total charge: 0
* M: 60.100 g mol⁻¹
* spin multiplicity: 1
* Kohn-Sham gap: 9.1 eV
* max |F|: 0.121 hartree/bohr

=====

Below is a 2-piece molecular cluster, C2H8N2 overall, with properties calculated with wB97M-V/def2-TZVPD.

XYZ file:
```
12
Properties=species:S:1:pos:R:3:forces:R:3
N -4.90617 1.52678 -0.92554 -0.9 -0.4 1.0
N 2.11817 -0.35101 0.27614 -2.5 1.2 0.3
C 2.68208 0.21356 1.22884 0.8 -1.1 -0.6
C 1.49601 -1.51673 -0.30720 1.9 1.1 0.0
H 2.41096 1.23468 1.50915 0.3 0.3 -0.1
H -5.76025 1.65470 -0.36951 0.4 0.5 0.0
H 0.95780 -2.02621 0.48531 0.1 -0.3 -0.1
H -5.19343 1.80606 -1.85018 0.1 -0.2 -0.4
H -4.86145 0.50939 -0.88277 0.4 0.1 -0.5
H 3.51654 -0.25494 1.76924 0.0 0.0 0.6
H 0.81114 -1.15666 -1.07285 -0.2 -0.4 0.0
H 2.29376 -2.10395 -0.77087 -0.4 -0.7 0.0
```
Forces are in eV/Å.

Values from the calculation:
* E_tot: -5181.7315 eV
* HOMO level: -7.9 eV
* structure (SMILES): C=NC.N
* total charge: 0
* M: 60.100 g mol⁻¹
* spin multiplicity: 1
* Kohn-Sham gap: 8.9 eV
* max |F|: 0.053 hartree/bohr

=====

Below is a 2-piece molecular cluster, C2H8N2 overall, with properties calculated with wB97M-V/def2-TZVPD.

XYZ file:
```
12
Properties=species:S:1:pos:R:3:forces:R:3
N 2.74512 -0.35985 0.02574 -0.4 0.0 0.4
N 3.01820 1.72119 1.13357 -0.4 -3.0 -0.5
C -4.58284 -1.06020 -1.06653 -0.1 0.7 0.7
C 3.46912 0.57163 0.61341 1.4 1.2 1.3
H 2.08695 1.57227 1.53074 -0.3 1.3 -0.5
H -4.32906 -0.00551 -0.97192 -0.4 0.2 -0.1
H -3.80845 -1.53741 -0.47372 0.1 -0.7 -0.4
H 4.50445 0.33301 0.86089 0.3 0.3 -0.6
H -5.55040 -1.26834 -0.61372 0.0 0.2 0.1
H 3.39135 -0.98319 -0.47356 -0.5 -0.1 -0.4
H 3.71848 2.31936 1.54611 -0.2 0.3 0.4
H -4.66291 -1.30296 -2.11101 0.5 -0.4 -0.3
```
Forces are in eV/Å.

Values from the calculation:
* E_tot: -5173.8031 eV
* HOMO level (alpha / beta): -14.6 / -14.6 eV
* total charge: +1
* M: 60.100 g mol⁻¹
* spin multiplicity: 2
* Kohn-Sham gap (alpha / beta): 9.3 / 5.1 eV
* max |F|: 0.059 hartree/bohr

=====

Below is a 2-piece molecular cluster, C2H8N2O overall, with properties calculated with wB97M-V/def2-TZVPD.

XYZ file:
```
13
Properties=species:S:1:pos:R:3:forces:R:3
O -2.14705 -2.06162 1.87095 1.0 -0.3 0.1
N 0.97050 -0.52780 0.30125 -0.7 0.2 -1.5
N 0.33209 1.01181 -1.42651 2.3 -1.4 -0.6
C 0.67848 2.13746 -0.52701 -1.9 -0.8 0.4
C 0.80464 -0.15348 -1.07112 1.2 1.8 1.5
H 0.23357 3.02964 -0.97349 0.3 0.1 0.1
H 0.04075 -0.41750 0.74461 0.4 -0.1 0.4
H 1.30120 -1.48613 0.38191 -0.2 0.1 0.1
H 1.76015 2.23729 -0.34130 -0.2 -0.1 -0.4
H -3.01828 -2.40982 1.65021 -0.4 0.4 0.1
H 0.19592 1.97584 0.43662 0.1 0.4 0.3
H 1.51098 -0.74178 -1.69882 -1.4 -0.3 -0.5
H -2.19958 -1.12830 2.15746 -0.4 -0.1 -0.2
```
Forces are in eV/Å.

Values from the calculation:
* E_tot: -7228.7803 eV
* HOMO level (alpha / beta): 1.0 / -4.6 eV
* total charge: -1
* M: 76.099 g mol⁻¹
* spin multiplicity: 2
* Kohn-Sham gap (alpha / beta): 3.1 / 8.6 eV
* max |F|: 0.054 hartree/bohr

=====

Below is a 2-piece molecular cluster, C2H8N2O overall, with properties calculated with wB97M-V/def2-TZVPD.

XYZ file:
```
13
Properties=species:S:1:pos:R:3:forces:R:3
O 0.10901 -1.09148 2.47761 -0.1 0.1 0.4
N -0.72109 1.70443 0.49985 -0.3 0.1 0.2
N 0.83337 -1.02528 -1.51586 0.0 0.4 0.6
C -0.10663 -0.28138 -0.73793 0.0 -0.5 -0.7
C 0.12206 0.96276 -0.32768 -0.1 -0.8 0.1
H -0.59663 2.70014 0.52925 0.3 0.1 -0.2
H 0.11352 -0.43862 1.76801 0.1 -0.2 -0.1
H 0.53995 -1.97262 -1.65559 0.0 -0.1 -0.2
H 0.21662 -1.95790 2.07839 0.1 0.1 -0.2
H -1.69359 1.49520 0.36578 -0.2 -0.1 0.1
H 1.09925 1.32926 -0.54771 0.5 0.7 0.0
H -1.01688 -0.84381 -0.56177 -0.2 0.3 0.4
H 1.10105 -0.58072 -2.37236 0.0 0.0 -0.3
```
Forces are in eV/Å.

Values from the calculation:
* E_tot: -7230.6755 eV
* HOMO level: -7.7 eV
* structure (SMILES): N/C=C/N.O
* total charge: 0
* M: 76.099 g mol⁻¹
* spin multiplicity: 1
* Kohn-Sham gap: 8.7 eV
* max |F|: 0.017 hartree/bohr

=====

Below is a 2-piece molecular cluster, C2H8N2O overall, with properties calculated with wB97M-V/def2-TZVPD.

XYZ file:
```
13
Properties=species:S:1:pos:R:3:forces:R:3
O -0.23474 -1.92993 1.98251 0.9 -0.2 0.4
N 0.55261 2.27957 0.04605 0.3 -0.7 -1.0
N -0.47814 -1.07456 -1.16873 0.1 -0.6 -0.9
C -0.15085 0.30065 -1.15958 0.0 0.6 2.2
C 0.39704 0.86123 -0.06772 -0.3 0.5 -0.8
H 0.88461 2.59852 -0.87059 -0.2 0.4 0.7
H 0.73210 0.28721 0.78098 -0.2 -0.3 0.1
H -0.53862 -1.19679 2.51494 -0.3 0.1 0.0
H 1.23281 2.50488 0.75229 0.2 0.2 0.0
H 0.37881 -1.58778 -1.32257 -0.1 -0.5 0.0
H -0.95342 -2.21070 1.42639 -0.5 0.1 -0.4
H -1.09788 -1.27859 -1.95154 0.3 0.0 0.2
H -0.56779 0.94213 -1.90487 -0.1 0.3 -0.6
```
Forces are in eV/Å.

Values from the calculation:
* E_tot: -7230.5158 eV
* HOMO level: -7.6 eV
* structure (SMILES): N/C=C/N.O
* total charge: 0
* M: 76.099 g mol⁻¹
* spin multiplicity: 1
* Kohn-Sham gap: 8.7 eV
* max |F|: 0.044 hartree/bohr

=====

Below is a 2-piece molecular cluster, C2H8N2O overall, with properties calculated with wB97M-V/def2-TZVPD.

XYZ file:
```
13
Properties=species:S:1:pos:R:3:forces:R:3
O 1.40308 0.50490 1.00865 0.0 -0.1 -0.1
N -1.66066 -0.49134 1.49304 -0.1 0.7 -0.5
N 1.05313 -0.39588 -1.13635 -0.2 0.1 -0.2
C 1.36515 0.79784 -0.36247 0.2 0.5 0.2
C -1.95340 -0.48810 0.25911 0.3 0.5 0.2
H -2.90047 -0.82163 -0.16542 -0.1 0.1 0.1
H 0.63085 1.59361 -0.53689 -0.2 -0.2 -0.3
H -1.21230 -0.07037 -0.41512 0.0 -0.5 -0.3
H 2.33132 1.23740 -0.63321 0.1 -0.2 0.2
H -2.48342 -0.69608 2.04001 -0.1 -0.7 0.4
H 1.35658 -0.28812 -2.09756 -0.1 0.0 0.0
H 0.50159 0.29025 1.29388 0.0 -0.1 0.1
H 1.56852 -1.17249 -0.74768 0.2 -0.1 0.1
```
Forces are in eV/Å.

Values from the calculation:
* E_tot: -7230.3052 eV
* HOMO level: -9.5 eV
* structure (SMILES): C=N.NCO
* total charge: 0
* M: 76.099 g mol⁻¹
* spin multiplicity: 1
* Kohn-Sham gap: 10.6 eV
* max |F|: 0.016 hartree/bohr

=====

Below is a 2-piece molecular cluster, C2H8N2O overall, with properties calculated with wB97M-V/def2-TZVPD.

XYZ file:
```
13
Properties=species:S:1:pos:R:3:forces:R:3
O 0.13270 1.20474 -2.80747 -1.1 -0.6 0.4
N -1.03060 -0.24456 1.57824 0.8 -1.3 1.7
N 1.36517 -0.38541 1.16753 1.4 -1.7 -1.8
C -0.59614 0.30989 -3.18072 1.0 0.6 3.2
C 0.30604 0.35689 1.76586 -1.2 0.3 1.3
H 2.17705 0.01325 0.69607 -0.5 0.9 0.7
H -1.02406 -1.22753 1.97733 0.0 1.7 -0.7
H 0.46047 0.24452 2.87331 -0.2 0.7 -0.8
H -1.23438 -0.37208 -2.53200 0.4 1.0 -0.1
H 0.27300 1.44091 1.49110 0.0 -0.8 0.1
H -1.37552 -0.29916 0.64797 0.1 0.1 -0.9
H 1.05941 -1.06368 0.47308 -0.4 0.1 0.4
H -0.51315 0.02221 -4.15031 -0.2 -1.0 -3.5
```
Forces are in eV/Å.

Values from the calculation:
* E_tot: -7229.6304 eV
* HOMO level: -8.9 eV
* structure (SMILES): C=O.NCN
* total charge: 0
* M: 76.099 g mol⁻¹
* spin multiplicity: 1
* Kohn-Sham gap: 9.5 eV
* max |F|: 0.070 hartree/bohr

=====

Below is a 2-piece molecular cluster, C2H8N2O overall, with properties calculated with wB97M-V/def2-TZVPD.

XYZ file:
```
13
Properties=species:S:1:pos:R:3:forces:R:3
O 2.99671 2.45429 2.96568 -0.2 0.3 0.6
N -3.67712 -2.49892 -1.87640 -0.8 -0.5 -0.5
N -1.85550 -1.04635 -2.46194 -0.6 -0.9 -0.8
C -2.84951 -1.42682 -1.76685 1.3 1.1 2.0
C 3.45283 1.80691 1.78002 -0.9 0.4 0.6
H -3.94873 -2.91979 -2.74491 0.5 -0.1 -0.2
H -3.02389 -0.87495 -0.82141 -0.2 -0.4 -0.1
H -1.40162 -0.29534 -1.96406 -0.1 0.4 -0.2
H 4.45409 1.38729 1.83080 0.0 -0.1 0.1
H 3.60659 2.99091 3.48214 0.4 -0.2 -0.7
H -3.78084 -3.08310 -1.05914 -0.2 0.4 -0.2
H 2.67594 1.04737 1.72632 0.5 -0.5 -0.6
H 3.35104 2.45852 0.90976 0.2 0.1 0.0
```
Forces are in eV/Å.

Values from the calculation:
* E_tot: -7230.0952 eV
* HOMO level: -9.5 eV
* structure (SMILES): [H]/N=C/N.CO
* total charge: 0
* M: 76.099 g mol⁻¹
* spin multiplicity: 1
* Kohn-Sham gap: 10.4 eV
* max |F|: 0.051 hartree/bohr

=====

Below is a 2-piece molecular cluster, C2H8N2O overall, with properties calculated with wB97M-V/def2-TZVPD.

XYZ file:
```
13
Properties=species:S:1:pos:R:3:forces:R:3
O -0.93342 1.89463 0.12864 0.3 2.0 0.7
N 1.16125 -1.19469 1.69563 -1.7 -1.4 0.3
N -0.54636 0.97072 -0.64089 -6.1 -3.4 3.3
C -1.35024 -0.23318 -0.59888 -1.2 0.9 -1.1
C 0.44805 1.05476 -1.43998 7.6 1.3 -5.7
H 1.11325 1.89573 -1.35226 -0.1 0.3 0.2
H 0.86341 0.27064 -2.12195 -1.2 0.5 1.1
H 1.04878 -0.38171 2.20594 -0.2 3.1 0.5
H -2.38526 0.13422 -0.64392 0.0 -0.2 0.7
H -1.32626 -0.73101 -1.61440 0.8 -0.3 1.6
H -1.11942 -0.67905 0.37535 -0.2 -1.0 -0.8
H 0.90026 -1.76119 2.50680 0.6 -1.1 -0.7
H 2.12596 -1.23988 1.49992 1.3 -0.5 -0.1
```
Forces are in eV/Å.

Values from the calculation:
* E_tot: -7225.4832 eV
* HOMO level (alpha / beta): -5.7 / -10.3 eV
* total charge: 0
* M: 76.099 g mol⁻¹
* spin multiplicity: 3
* Kohn-Sham gap (alpha / beta): 6.7 / 9.0 eV
* max |F|: 0.186 hartree/bohr

=====

Below is a 2-piece molecular cluster, C2H8N2O2 overall, with properties calculated with wB97M-V/def2-TZVPD.

XYZ file:
```
14
Properties=species:S:1:pos:R:3:forces:R:3
O 0.55993 -1.02393 -0.51436 -0.2 -0.1 0.1
O -0.37403 -2.72861 1.72649 -0.2 0.1 0.0
N -0.17315 1.10755 -0.30405 0.0 0.1 0.1
N 0.88791 0.41423 -2.24380 0.2 0.1 -0.1
C 0.44233 0.10013 -0.97342 0.1 0.2 -0.2
C -0.73215 0.88147 1.01499 0.4 0.5 -0.2
H -0.46099 -2.38598 0.82670 0.3 0.0 0.0
H -0.00589 -1.98170 2.20840 0.1 -0.1 0.0
H -1.24902 -0.06613 1.01863 -0.3 -0.1 0.2
H 1.47500 -0.30362 -2.63837 0.0 0.0 0.0
H -1.39329 1.71737 1.23188 -0.2 -0.2 0.1
H 0.04458 0.87997 1.77779 0.1 -0.2 0.1
H -0.21451 2.03325 -0.68958 0.0 -0.1 -0.1
H 1.19326 1.35599 -2.44130 -0.1 -0.1 0.1
```
Forces are in eV/Å.

Values from the calculation:
* E_tot: -9279.8340 eV
* HOMO level: -10.0 eV
* structure (SMILES): CNC(N)=O.O
* total charge: 0
* M: 92.098 g mol⁻¹
* spin multiplicity: 1
* Kohn-Sham gap: 10.6 eV
* max |F|: 0.013 hartree/bohr

=====

- Look up the E_tot of the seventh one.
  -7230.5158 eV